No. 1
17
Properties=species:S:1:pos:R:3:forces:R:3:nbo_charge:R:1 method="wB97M-V/def2-TZVPD" orbital_gap_ev=9.42 smiles="NOc1ccccc1C=O" energy_ha=-476.0641
C -0.0625 2.3592 0.2160 0.4 -3.0 -1.8 -0.23
C 1.2191 1.8097 0.0142 -0.8 -2.0 0.3 -0.15
C -1.1715 1.5047 -0.0032 0.1 -0.7 0.6 -0.13
C 1.3836 0.4039 -0.2252 -0.1 3.2 -0.1 -0.26
C -1.0559 0.1269 -0.2434 3.0 1.6 0.8 -0.24
C 0.2765 -0.3678 -0.3806 0.3 -3.1 0.6 0.35
C -2.1380 -0.8070 -0.1530 1.6 -3.0 -3.0 0.43
N 1.2801 -2.3608 0.5881 0.4 1.3 -0.8 -0.51
O 0.5578 -1.8153 -0.5379 -0.8 2.3 -0.6 -0.44
O -3.2524 -0.7469 0.2237 -2.1 1.2 1.4 -0.50
H -0.1630 3.3814 0.2753 -0.4 2.1 0.6 0.22
H 2.1718 2.3077 0.0900 -0.2 0.8 0.1 0.22
H -2.2253 1.7164 0.1108 0.0 1.1 0.1 0.23
H 2.4161 0.1264 -0.3480 -0.1 -0.9 0.0 0.23
H -1.8035 -1.7455 -0.6964 -0.3 0.2 0.7 0.10
H 2.0111 -2.9433 0.1749 -0.3 0.2 -0.1 0.34
H 0.5561 -2.9496 0.8945 -0.6 -1.4 1.1 0.35



No. 2
135
Properties=species:S:1:pos:R:3:forces:R:3:lowdin_charge:R:1 method="wB97M-V/def2-TZVPD" orbital_gap_ev=6.82 smiles="CCOCCN1c2c(P(C)O)cc(Br)c(N(C(C)=O)C(C)=O)c2Sc2c(CCCS)cc(CCC(F)(F)F)c(CNC)c21.CO.CO.CO.CO.CO.CO.CO.CO.CO" energy_ha=-6644.9648
C 1.3276 -7.1309 -0.4870 0.3 -0.7 0.5 -0.12
C -0.1046 -6.7752 0.2385 0.3 -1.5 -0.4 -0.25
O -0.9144 -5.7613 -0.4737 1.3 0.8 2.3 -0.22
C -0.9460 -4.4796 0.3055 0.1 -0.5 -0.6 -0.15
C 0.4905 -3.7253 0.0664 0.2 -1.2 -1.3 -0.13
N 0.6257 -2.3752 0.7350 -2.5 2.1 -0.9 -0.12
C -0.5212 -2.0539 1.6629 -3.0 0.6 3.8 -0.13
C -0.4527 -2.5992 3.2431 -3.4 2.5 -2.5 -0.25
P 0.9606 -3.6440 3.9825 -0.6 -0.7 1.0 0.88
C 2.6231 -3.4192 3.0778 -0.1 -0.8 -1.5 -0.29
O 0.4854 -5.3310 3.7063 -0.1 1.3 1.6 -0.41
C -1.7022 -2.2264 4.2912 -0.6 1.2 -2.5 -0.07
C -3.0281 -1.3536 3.8831 3.8 -1.3 -3.6 -0.47
Br -4.5059 -0.8732 5.2024 2.1 -0.7 -1.8 0.55
C -3.1250 -0.8564 2.2891 2.7 -2.2 2.5 -0.16
N -4.3896 -0.0924 1.9289 1.9 -0.1 -2.6 -0.01
C -4.1193 1.3521 1.5788 3.2 4.3 -1.7 -0.26
C -5.4372 2.3757 1.4716 0.0 -0.8 1.1 -0.02
O -2.9292 1.9238 1.3841 -6.6 -4.2 1.8 -0.05
C -5.2252 -0.8095 0.8918 -2.3 0.7 -6.0 -0.27
C -5.7642 -2.3727 1.1411 1.3 1.0 0.8 -0.02
O -5.5655 -0.2940 -0.3222 2.4 -2.3 7.8 -0.07
C -1.8903 -1.2226 1.2778 0.6 -0.5 1.9 -0.26
S -2.0299 -0.6412 -0.5218 1.7 -0.4 1.4 0.87
C -0.2479 -0.3477 -1.0198 3.3 0.1 -0.2 -0.30
C 0.0497 0.8177 -2.1313 2.5 -1.3 0.8 -0.13
C -1.1574 1.7124 -2.8039 0.5 -0.1 -0.4 -0.19
C -1.4390 3.1497 -2.0666 -0.7 0.5 -0.2 -0.25
C -0.0979 4.0681 -1.8094 -0.4 1.2 -0.7 -0.56
S 0.2656 3.9831 0.0395 0.5 0.7 -0.5 0.61
C 1.5792 1.1016 -2.6452 -0.8 -3.8 3.5 0.03
C 2.7801 0.1465 -1.9789 -3.1 0.4 0.5 -0.06
C 4.2995 0.4408 -2.5780 -1.0 0.1 -0.9 -0.15
C 4.7429 -0.7582 -3.6530 -0.1 0.2 0.1 -0.06
C 3.8460 -0.7164 -5.0487 0.9 -0.6 -0.4 -0.22
F 3.9195 0.6178 -5.6926 -0.7 -4.3 1.7 0.00
F 4.4587 -1.7245 -5.9930 -2.2 3.2 2.5 -0.03
F 2.4360 -1.1382 -4.8678 4.4 1.7 -0.9 0.00
C 2.4604 -1.0135 -0.8168 -2.0 2.0 -1.3 0.00
C 3.7395 -1.8764 -0.2622 -0.6 -0.7 -1.3 -0.22
N 4.8977 -1.0541 0.2542 -1.5 -0.8 0.3 -0.15
C 4.5878 -0.3383 1.5498 1.5 0.9 0.8 -0.14
C 0.8981 -1.2982 -0.2876 1.6 3.6 -3.5 -0.08
H 1.2653 -7.2279 -1.6620 0.0 0.6 2.5 0.09
H 1.6711 -8.2073 -0.1030 -0.8 2.3 -0.7 0.08
H 2.1738 -6.3901 -0.1206 -1.7 -1.4 -1.1 0.06
H -0.7492 -7.7787 0.2105 1.3 2.2 0.2 0.13
H 0.1336 -6.5008 1.3575 -0.7 -0.3 -2.2 0.11
H -1.8129 -3.8256 -0.1594 1.8 -1.3 1.0 0.13
H -1.1796 -4.7608 1.4176 0.6 0.8 -2.0 0.12
H 0.5937 -3.5712 -1.1105 -0.3 -0.4 2.5 0.16
H 1.4260 -4.3781 0.3843 -2.1 1.1 -0.5 0.10
H 2.7008 -4.1993 2.1788 -0.1 1.8 1.8 0.05
H 2.6485 -2.3308 2.6496 0.1 -2.1 0.9 0.03
H 3.4874 -3.6810 3.8233 -1.8 0.8 -1.3 0.03
H 0.1274 -5.6493 4.6080 0.9 0.9 -2.2 0.06
H -1.6318 -2.5975 5.4133 -0.1 0.9 -2.7 0.09
H -6.4187 1.7870 1.1976 2.1 1.2 0.4 0.09
H -5.2346 3.2871 0.7603 -0.1 -2.2 1.3 0.10
H -5.6019 2.8402 2.5573 0.5 -1.1 -2.4 0.09
H -6.2429 -2.4064 2.2157 1.1 -0.1 -2.1 0.09
H -6.5400 -2.7055 0.3243 1.8 1.1 1.6 0.10
H -4.7713 -3.0340 1.0929 -2.3 1.3 0.2 0.10
H -0.7982 1.9689 -3.9130 -0.7 -0.7 2.4 0.12
H -2.1718 1.0920 -2.9090 2.3 1.3 0.4 0.12
H -2.0724 3.0294 -1.0609 1.7 0.1 -2.1 0.10
H -2.1430 3.7743 -2.7902 1.5 -1.4 1.4 0.09
H 0.8175 3.7913 -2.4950 -1.9 0.3 1.6 0.06
H -0.3243 5.2182 -2.0356 0.3 -2.7 0.4 0.08
H 0.9705 5.1714 0.3229 -0.7 -1.2 -0.8 -0.14
H 1.8360 1.9412 -3.4518 -0.7 -2.1 2.0 0.11
H 4.2600 1.4312 -3.2437 -0.2 -2.1 1.5 0.12
H 5.1045 0.6432 -1.7544 -1.6 -0.9 -1.5 0.11
H 5.8939 -0.6249 -3.8920 -2.5 -0.1 0.0 0.12
H 4.6143 -1.8363 -3.2177 0.0 2.1 -0.9 0.12
H 3.3234 -2.6735 0.4862 0.7 1.5 -1.2 0.08
H 4.1632 -2.4954 -1.1910 -1.0 1.3 2.0 0.12
H 5.7356 -1.6748 0.3186 -1.2 0.8 0.2 0.10
H 4.7950 0.8298 1.4276 -0.6 -2.5 0.2 0.09
H 3.4881 -0.4512 1.9328 2.1 0.0 -0.8 0.08
H 5.4056 -0.7067 2.3354 -2.2 0.8 -1.3 0.09
C -6.6058 6.1186 2.3997 -0.1 0.1 0.2 -0.15
O -5.8720 5.0916 3.0409 0.2 -0.1 0.6 -0.15
H -6.7239 5.8647 1.3437 0.1 -0.1 0.2 0.08
H -7.5913 6.2074 2.8633 -0.1 0.2 -0.2 0.07
H -6.0639 7.0636 2.4866 -0.2 0.1 -0.2 0.08
H -5.7832 5.3445 3.9756 0.0 -0.2 -0.5 0.09
C -5.0052 4.6999 -4.1984 -0.2 0.0 0.1 -0.16
O -3.8235 5.4407 -3.9556 0.3 0.5 0.3 -0.15
H -4.8359 4.0273 -5.0425 0.1 0.1 0.1 0.08
H -5.2568 4.1125 -3.3120 -0.2 -0.1 -0.1 0.08
H -5.8225 5.3843 -4.4392 -0.2 -0.2 -0.1 0.08
H -4.0041 6.0281 -3.2021 0.2 -0.3 -0.4 0.09
C -0.2893 2.7667 4.2395 -0.2 -0.1 -0.2 -0.16
O -1.2656 1.7532 4.0845 -0.4 0.0 -0.1 -0.14
H 0.4204 2.4613 5.0118 -0.1 0.0 -0.1 0.08
H 0.2419 2.9096 3.2954 0.2 0.2 0.1 0.06
H -0.7745 3.6982 4.5416 0.2 0.2 0.0 0.07
H -1.8808 2.0523 3.3935 0.3 -0.3 0.1 0.04
C 5.2015 -3.4719 6.8672 0.2 0.0 0.6 -0.16
O 4.4450 -4.4250 6.1436 0.0 -0.6 -0.4 -0.14
H 4.7938 -2.4763 6.6772 0.0 -0.2 0.0 0.10
H 5.1390 -3.6910 7.9360 0.1 0.2 0.0 0.08
H 6.2429 -3.5056 6.5378 0.1 0.2 0.3 0.08
H 4.8299 -5.2979 6.3318 -0.3 0.4 -0.2 0.10
C 6.8111 -3.8665 3.2149 -0.2 0.0 0.2 -0.15
O 6.3219 -2.9024 4.1289 -0.2 0.1 0.2 -0.15
H 7.5136 -3.3838 2.5315 -0.1 0.0 0.1 0.08
H 7.3254 -4.6605 3.7618 0.1 -0.2 -0.2 0.08
H 5.9784 -4.2835 2.6432 0.1 -0.2 -0.2 0.07
H 5.7016 -3.3597 4.7219 0.2 0.2 -0.5 0.01
C -0.2505 -2.8149 -6.2754 0.3 0.0 0.1 -0.17
O 0.2781 -2.9705 -4.9714 0.4 0.0 0.2 -0.14
H -1.2838 -3.1695 -6.2846 0.2 0.0 0.1 0.08
H -0.2274 -1.7588 -6.5553 -0.1 0.0 -0.2 0.07
H 0.3405 -3.4031 -6.9818 -0.2 0.1 -0.2 0.07
H 1.1951 -2.6478 -4.9942 -0.6 -0.2 0.1 0.04
C 8.1443 0.4734 -5.4421 0.0 0.2 -0.1 -0.17
O 8.0501 0.7969 -4.0671 -0.1 0.4 0.4 -0.14
H 8.2569 -0.6083 -5.5457 0.0 0.2 0.1 0.08
H 7.2346 0.7938 -5.9559 0.1 -0.1 -0.2 0.07
H 9.0151 0.9713 -5.8758 0.0 -0.1 -0.2 0.08
H 7.9512 1.7623 -4.0067 0.1 -0.6 0.1 0.09
C -0.1757 4.3983 -6.1120 -0.2 0.1 0.0 -0.16
O -0.0566 4.9393 -4.8092 -0.2 0.2 0.3 -0.15
H 0.7724 3.9329 -6.3915 -0.1 0.1 0.1 0.08
H -0.9666 3.6444 -6.1236 0.0 -0.1 -0.3 0.07
H -0.4092 5.1977 -6.8196 0.0 -0.2 -0.2 0.08
H -0.9123 5.3451 -4.5888 0.4 -0.2 0.0 0.07
C -10.4052 7.9064 3.6819 -0.1 0.1 0.2 -0.17
O -9.2235 8.6472 3.9247 0.2 0.4 0.4 -0.14
H -10.2359 7.2338 2.8378 0.1 0.1 0.1 0.08
H -10.6568 7.3191 4.5683 -0.2 -0.1 -0.1 0.08
H -11.2225 8.5909 3.4411 -0.2 -0.2 -0.1 0.08
H -9.4041 9.2347 4.6782 0.2 -0.3 -0.5 0.08



No. 3
12
Properties=species:S:1:pos:R:3:forces:R:3:nbo_charge:R:1 method="wB97M-V/def2-TZVPD" orbital_gap_ev=9.16 energy_ha=-231.9966
C 1.9629 -0.0203 0.1024 0.5 -1.1 -0.9 -0.40
C 3.1756 -0.2774 -0.3034 -1.1 0.3 0.6 0.21
C -0.2423 -0.0822 0.0321 2.7 2.8 1.3 0.05
C -1.5188 0.1320 -0.1924 -0.4 -1.0 0.4 -0.42
C 0.8691 -1.1688 0.0195 -0.3 -0.4 0.1 -0.40
C 0.8949 1.0390 0.3235 -0.2 -0.8 -2.2 -0.45
H -2.1198 1.0428 -0.1072 0.9 -0.1 0.0 0.22
H -2.0990 -0.7515 -0.3313 -0.6 -0.5 -0.5 0.20
H 0.8668 -1.8434 -0.9202 0.2 0.7 2.0 0.25
H 0.9710 -1.6060 1.0771 -0.6 -0.2 -1.9 0.25
H 1.0500 1.6791 1.1818 -0.6 -0.1 0.3 0.24
H 0.9967 1.6170 -0.6125 -0.4 0.4 0.6 0.24



No. 4
19
Properties=species:S:1:pos:R:3:forces:R:3:nbo_charge:R:1 method="wB97M-V/def2-TZVPD" orbital_gap_ev=3.09 energy_ha=-778.5950 charge=+1
N -2.8214 -0.4399 1.4837 -0.2 1.6 -0.6 -0.92
C 0.6483 0.0721 -0.7466 0.4 0.4 -0.3 -0.53
C 1.1051 -0.4026 -2.1408 -0.4 0.6 0.7 -0.57
S 0.3460 0.6594 -3.3855 0.2 -0.5 0.3 0.33
C 1.2892 -0.7828 0.3605 0.2 -0.5 -2.6 0.55
N 0.9725 -0.3784 1.5952 0.0 -0.4 -0.4 -0.38
O 2.0502 -1.7293 0.0006 -1.2 1.4 1.4 -0.32
H -0.4443 0.0518 -0.6001 0.2 -0.3 0.1 0.29
H -3.8277 -0.3729 1.6286 0.4 0.1 -0.2 0.39
H -2.4333 -1.1625 2.0110 0.5 -1.4 1.0 0.36
H 0.8873 1.1441 -0.5918 0.1 -0.6 0.0 0.27
H 2.2182 -0.3037 -2.1635 -0.6 -0.4 -0.3 0.29
H 0.7979 -1.4606 -2.3024 0.5 0.3 0.0 0.29
H 0.9375 0.1529 -4.4858 0.1 0.0 0.2 0.16
H 1.4811 -0.9167 2.2677 0.7 -0.6 0.9 0.38
H 0.1159 1.0712 1.7721 -1.3 1.7 0.0 0.49
H -0.4322 2.5810 2.0477 0.5 1.3 1.1 0.49
H -2.3039 0.4299 1.6632 -0.5 -0.2 -0.2 0.40
O -0.5864 1.7870 1.5864 0.4 -2.8 -1.0 -0.96



No. 5
15
Properties=species:S:1:pos:R:3:forces:R:3:nbo_charge:R:1 method="wB97M-V/def2-TZVPD" orbital_gap_ev=5.99 smiles="O=P([O-])([O-])[C@@H]1CNOC1" energy_ha=-814.9544 charge=-2
C 0.1399 -1.0507 -0.9220 2.5 1.8 -1.0 -0.23
C 1.1185 0.2376 0.8236 3.4 2.2 0.7 -0.12
C 0.2891 0.5175 -0.3682 -0.4 -1.7 -2.7 -0.62
N 0.4546 -1.8651 0.1895 -1.1 -1.7 1.6 -0.37
O -2.0643 0.2980 1.1887 1.4 1.2 -1.8 -1.27
O -1.2159 2.6958 0.5006 0.0 -0.9 -0.1 -1.25
O -2.1857 1.0917 -1.3158 0.2 0.1 0.6 -1.26
O 1.4414 -1.1891 0.9436 -0.8 1.0 0.3 -0.44
P -1.4933 1.2525 0.0452 -0.4 -0.8 0.6 2.35
H -0.8048 -1.2798 -1.3115 -1.6 0.0 -0.2 0.22
H 0.8834 -1.3722 -1.7619 -0.8 1.1 1.1 0.12
H 2.2032 0.6923 0.6880 -1.8 -0.6 0.3 0.12
H 0.6829 0.8380 1.6655 0.2 -1.5 0.1 0.21
H 0.9419 1.0563 -1.1663 -1.5 -0.5 1.2 0.19
H -0.3909 -1.9228 0.8008 0.7 0.5 -0.5 0.35



No. 6
6
Properties=species:S:1:pos:R:3:forces:R:3:nbo_charge:R:1 method="wB97M-V/def2-TZVPD" orbital_gap_ev=7.42 smiles="S=PCCl" energy_ha=-1238.9893
C 0.4981 -0.0632 -0.0933 4.1 1.0 0.3 -0.83
P -1.1472 0.3332 -0.8509 -1.2 0.6 1.3 0.69
S -2.3259 1.0402 0.5895 1.6 -0.8 -1.5 -0.34
Cl 0.7070 -1.7870 0.2394 -0.5 -1.1 -0.4 -0.03
H 0.7420 0.3012 0.9609 -0.7 0.5 -1.8 0.26
H 1.5259 0.1756 -0.8456 -3.4 -0.2 2.0 0.26